The following is a quantum chemistry calculation of a cluster of 16 separate species, C31H17Cl60F7O3S in total, from the Open Molecules 2025 dataset.

Positions of all 119 atoms, in Å:
C (-2.737, 5.836, -5.337)
C (-3.237, 4.378, -5.244)
C (-2.138, 3.327, -5.517)
C (-2.204, 2.121, -4.610)
O (-1.859, 2.349, -3.221)
C (-0.544, 2.464, -2.975)
C (0.234, 1.409, -2.754)
C (-0.223, -0.023, -2.701)
F (-1.441, -0.259, -3.227)
F (0.616, -0.832, -3.319)
C (-0.306, -0.479, -1.204)
F (-0.971, 0.478, -0.550)
F (0.935, -0.540, -0.709)
C (-0.972, -1.865, -0.907)
F (-0.506, -2.936, -1.576)
F (-0.708, -2.109, 0.387)
F (-2.291, -1.840, -0.994)
C (1.694, 1.671, -2.521)
O (2.534, 0.807, -2.640)
C (2.165, 3.056, -2.164)
C (3.526, 3.222, -1.559)
C (4.281, 4.462, -2.034)
C (4.006, 5.785, -1.298)
S (3.708, 5.690, 0.489)
C (1.344, 4.070, -2.384)
C (-0.009, 3.877, -2.942)
O (-0.661, 4.826, -3.306)
H (-2.882, 6.295, -4.360)
H (-3.296, 6.441, -6.042)
H (-1.670, 5.828, -5.518)
H (-3.739, 4.151, -4.309)
H (-3.990, 4.261, -6.021)
H (-2.337, 2.944, -6.522)
H (-1.151, 3.777, -5.583)
H (-1.551, 1.340, -5.003)
H (-3.215, 1.733, -4.598)
H (3.473, 3.102, -0.480)
H (4.088, 2.360, -1.919)
H (5.347, 4.249, -2.037)
H (4.016, 4.628, -3.079)
H (3.220, 6.380, -1.753)
H (4.909, 6.397, -1.402)
H (2.685, 4.823, 0.611)
H (1.612, 5.083, -2.126)
C (-2.519, -3.033, 3.672)
Cl (-2.659, -2.499, 1.999)
Cl (-1.188, -4.184, 3.810)
Cl (-2.190, -1.633, 4.698)
Cl (-4.025, -3.812, 4.189)
C (1.044, -4.759, -4.984)
Cl (0.714, -6.476, -4.714)
Cl (2.789, -4.511, -5.129)
Cl (0.231, -4.235, -6.476)
Cl (0.430, -3.815, -3.628)
C (-1.245, 7.298, -9.041)
Cl (-1.153, 5.694, -8.305)
Cl (0.108, 8.282, -8.474)
Cl (-1.169, 7.145, -10.800)
Cl (-2.768, 8.070, -8.585)
C (4.359, -4.798, -8.811)
Cl (5.234, -3.618, -7.825)
Cl (5.131, -6.381, -8.656)
Cl (2.688, -4.899, -8.255)
Cl (4.394, -4.289, -10.504)
C (7.253, 6.972, -4.282)
Cl (6.344, 6.140, -5.546)
Cl (7.648, 8.608, -4.815)
Cl (6.263, 7.049, -2.810)
Cl (8.740, 6.084, -3.941)
C (0.262, -7.478, 6.072)
Cl (1.373, -6.424, 5.189)
Cl (-0.339, -8.743, 4.991)
Cl (1.106, -8.222, 7.435)
Cl (-1.090, -6.512, 6.663)
C (-0.413, -4.467, 10.041)
Cl (1.148, -5.162, 9.580)
Cl (-0.186, -3.353, 11.395)
Cl (-1.092, -3.592, 8.668)
Cl (-1.520, -5.764, 10.517)
C (1.447, 0.342, 4.555)
Cl (2.672, -0.770, 5.171)
Cl (0.807, -0.274, 3.025)
Cl (0.135, 0.481, 5.733)
Cl (2.171, 1.933, 4.292)
C (0.492, -6.262, 14.578)
Cl (-0.272, -7.805, 14.983)
Cl (1.927, -6.035, 15.582)
Cl (0.959, -6.266, 12.875)
Cl (-0.650, -4.945, 14.871)
C (-5.878, 0.868, -2.838)
Cl (-7.294, 0.122, -2.094)
Cl (-5.881, 2.602, -2.507)
Cl (-4.406, 0.150, -2.179)
Cl (-5.916, 0.607, -4.589)
C (-6.202, 3.335, -8.394)
Cl (-7.176, 2.595, -9.668)
Cl (-4.593, 3.713, -9.025)
Cl (-6.980, 4.822, -7.843)
Cl (-6.054, 2.214, -7.032)
C (3.663, 9.292, 2.329)
Cl (4.024, 10.922, 2.909)
Cl (1.919, 9.114, 2.116)
Cl (4.474, 9.026, 0.782)
Cl (4.238, 8.107, 3.505)
C (-5.207, -4.581, -0.882)
Cl (-6.156, -5.503, -2.054)
Cl (-4.943, -2.945, -1.492)
Cl (-6.079, -4.502, 0.653)
Cl (-3.646, -5.372, -0.632)
C (5.147, -7.998, 16.927)
Cl (4.141, -8.913, 15.799)
Cl (5.536, -6.419, 16.230)
Cl (4.271, -7.770, 18.445)
Cl (6.642, -8.887, 17.236)
C (-4.157, -9.282, 6.050)
Cl (-5.768, -10.003, 6.160)
Cl (-3.567, -8.921, 7.676)
Cl (-3.057, -10.419, 5.264)
Cl (-4.241, -7.793, 5.102)

The calculation puts the highest occupied orbital energy at -9.359 eV. The value obtained for the gap between HOMO and LUMO is 7.7 eV.

Results of the Löwdin charge analysis, in e, for atoms 1 through 6: -0.124, -0.225, -0.181, -0.157, -0.026, -0.135

The following is a quantum chemistry calculation of a structure of composition C31H19F8NO2PS3Sc, from the Open Molecules 2025 dataset.

Positions of all 66 atoms, in Å:
Sc (0.447, 0.091, -0.974)
S (-1.419, 3.303, 2.044)
C (-1.947, 2.013, 3.033)
C (-3.102, 2.114, 3.852)
C (-3.525, 1.098, 4.674)
C (-2.806, -0.101, 4.769)
C (-1.667, -0.233, 3.999)
C (-1.261, 0.778, 3.124)
S (0.097, 0.398, 2.071)
H (-3.655, 3.044, 3.803)
H (-4.423, 1.238, 5.268)
H (-3.124, -0.899, 5.428)
H (-1.058, -1.128, 4.064)
F (0.580, 2.029, -2.582)
C (-0.754, 1.732, -2.830)
F (-1.162, 1.616, -1.421)
F (-0.571, 0.270, -3.052)
N (-0.667, -1.629, -0.494)
P (-2.017, -2.316, -0.611)
C (-2.307, -3.218, -2.188)
C (-1.229, -3.311, -3.059)
C (-1.366, -3.959, -4.280)
C (-2.585, -4.517, -4.637)
C (-3.672, -4.419, -3.775)
C (-3.531, -3.768, -2.560)
C (-3.500, -1.241, -0.536)
C (-3.663, -0.339, -1.588)
C (-4.656, 0.623, -1.546)
C (-5.501, 0.703, -0.446)
C (-5.347, -0.186, 0.606)
C (-4.353, -1.154, 0.559)
C (-2.323, -3.587, 0.681)
C (-2.590, -4.930, 0.435)
C (-2.681, -5.840, 1.482)
C (-2.505, -5.417, 2.790)
C (-2.224, -4.081, 3.047)
C (-2.120, -3.181, 2.000)
H (-0.290, -2.858, -2.757)
H (-0.520, -4.019, -4.954)
H (-2.695, -5.020, -5.591)
H (-4.629, -4.842, -4.056)
H (-4.386, -3.674, -1.897)
H (-2.978, -0.363, -2.429)
H (-4.746, 1.334, -2.358)
H (-6.259, 1.475, -0.399)
H (-5.980, -0.113, 1.482)
H (-4.237, -1.829, 1.399)
H (-2.722, -5.279, -0.582)
H (-2.883, -6.883, 1.269)
H (-2.573, -6.126, 3.607)
H (-2.069, -3.737, 4.063)
H (-1.864, -2.148, 2.202)
O (2.203, 0.255, -0.194)
O (2.234, -0.350, -1.549)
F (6.208, -1.500, 3.645)
C (5.126, -0.742, 3.404)
C (5.193, 0.301, 2.502)
F (6.349, 0.550, 1.867)
C (4.072, 1.075, 2.255)
F (4.199, 2.075, 1.389)
C (2.858, 0.843, 2.900)
S (1.481, 1.888, 2.538)
C (2.836, -0.199, 3.830)
F (1.738, -0.457, 4.544)
C (3.941, -0.993, 4.070)
F (3.885, -1.992, 4.967)

The calculation puts the highest occupied orbital energy at -1.509 eV. The calculation puts the energy relative to the best compared isomer or geometry (same formula, charge and spin) at 40.3 kcal per mole. Its total charge is -2. The value obtained for the gap between HOMO and LUMO is 5.7 eV.

Results of the natural (NBO) charge analysis, in e, for atoms 1 through 6: 1.697, -0.405, -0.181, -0.254, -0.216, -0.301

The following is a quantum chemistry calculation of a structure of composition C31H20IrN3O8S, from the Open Molecules 2025 dataset.

Positions of all 64 atoms, in Å:
Ir (-0.061, -1.060, 0.094)
O (-0.113, 4.050, -2.278)
C (-1.085, 3.467, -2.999)
C (-1.681, 4.219, -4.008)
C (-2.693, 3.694, -4.783)
C (-3.122, 2.390, -4.576)
C (-2.534, 1.627, -3.591)
C (-1.519, 2.144, -2.781)
C (-0.923, 1.276, -1.756)
O (-1.366, 0.119, -1.515)
N (0.146, 1.780, -1.126)
N (0.755, 1.003, -0.262)
C (2.029, 1.541, 0.133)
C (2.542, 1.171, 1.504)
C (3.628, 1.900, 1.964)
C (4.236, 1.613, 3.170)
C (3.737, 0.569, 3.939)
C (2.665, -0.166, 3.497)
C (2.031, 0.084, 2.255)
O (1.045, -0.670, 1.901)
H (0.221, 3.353, -1.653)
H (-1.318, 5.223, -4.163)
H (-3.149, 4.300, -5.552)
H (-3.908, 1.977, -5.192)
H (-2.841, 0.606, -3.426)
H (1.982, 2.645, 0.057)
H (4.002, 2.710, 1.348)
H (5.080, 2.196, 3.508)
H (4.205, 0.324, 4.884)
H (2.276, -0.983, 4.083)
O (-5.710, -5.464, 0.040)
C (-5.825, -4.253, -0.001)
O (-6.751, -3.471, -0.142)
C (-4.428, -3.480, 0.163)
C (-4.417, -2.163, 0.594)
C (-3.204, -1.501, 0.647)
N (-2.068, -2.079, 0.280)
C (-2.079, -3.350, -0.109)
C (-3.242, -4.106, -0.162)
C (-0.718, -3.952, -0.536)
O (-0.626, -5.161, -0.630)
O (0.176, -3.090, -0.760)
H (-5.336, -1.677, 0.876)
H (-3.141, -0.472, 0.974)
H (-3.206, -5.142, -0.455)
C (5.392, 2.718, -6.463)
C (6.401, 1.993, -7.298)
O (6.880, 2.407, -8.316)
S (6.899, 0.381, -6.709)
C (6.053, 0.279, -5.132)
C (4.777, -0.261, -5.054)
C (4.079, -0.203, -3.865)
C (4.651, 0.410, -2.748)
C (5.971, 0.862, -2.810)
C (6.668, 0.799, -4.001)
C (3.824, 0.676, -1.635)
C (3.024, 1.082, -0.831)
H (5.210, 3.696, -6.902)
H (5.737, 2.833, -5.437)
H (4.462, 2.153, -6.445)
H (4.316, -0.692, -5.930)
H (3.071, -0.583, -3.792)
H (6.428, 1.302, -1.937)
H (7.673, 1.188, -4.074)

Its spin multiplicity is 2. The calculation puts the highest occupied orbital energy (spin up / spin down) at -5.532 / -5.531 eV. The calculation puts the energy relative to the best compared isomer or geometry (same formula, charge and spin) at 113.9 kcal per mole. Its total charge is -1. The value obtained for the gap between HOMO and LUMO (spin up / spin down) is 4.8 / 4.8 eV.

Results of the natural (NBO) charge analysis, in e, for atoms 1 through 6: 1.446, -0.697, 0.439, -0.308, -0.161, -0.264

The following is a quantum chemistry calculation of a structure of composition C31H22ClCrF3N4, from the Open Molecules 2025 dataset.

Positions of all 62 atoms, in Å:
Cr (-0.680, -0.187, 0.551)
C (-3.201, 0.710, -2.921)
C (-2.575, 0.838, -1.674)
N (-1.571, 0.073, -1.299)
C (-1.111, -0.880, -2.162)
C (-1.723, -1.127, -3.401)
C (-2.787, -0.278, -3.771)
C (-1.271, -2.220, -4.178)
C (-0.274, -3.011, -3.689)
C (0.365, -2.737, -2.459)
C (0.001, -1.646, -1.707)
N (0.502, -1.217, -0.477)
C (1.679, -1.660, 0.120)
C (2.736, -2.334, -0.444)
C (3.857, -2.702, 0.333)
C (3.952, -2.390, 1.658)
C (2.915, -1.641, 2.261)
C (2.940, -1.205, 3.603)
C (1.919, -0.433, 4.089)
C (0.862, -0.092, 3.236)
N (0.789, -0.502, 1.987)
C (1.798, -1.278, 1.488)
H (-4.016, 1.371, -3.178)
H (-2.921, 1.573, -0.957)
H (-3.274, -0.426, -4.727)
H (-1.737, -2.426, -5.133)
H (0.054, -3.874, -4.254)
H (1.118, -3.426, -2.111)
H (2.747, -2.566, -1.497)
H (4.659, -3.244, -0.150)
H (4.813, -2.680, 2.244)
H (3.777, -1.477, 4.233)
H (1.918, -0.077, 5.109)
H (0.048, 0.530, 3.591)
F (-2.453, 6.431, 1.718)
C (-1.206, 6.002, 1.948)
F (-0.368, 6.756, 1.235)
F (-0.942, 6.198, 3.246)
C (-1.079, 4.537, 1.600)
C (-1.892, 3.616, 2.246)
C (-1.761, 2.283, 1.924)
N (-0.886, 1.846, 1.007)
C (-0.112, 2.741, 0.384)
C (-0.173, 4.096, 0.655)
H (-2.614, 3.931, 2.987)
H (-2.374, 1.530, 2.405)
H (0.576, 2.354, -0.358)
H (0.473, 4.786, 0.132)
Cl (-4.018, -2.163, -0.820)
C (-2.742, -3.134, -0.137)
C (-2.547, -4.404, -0.661)
C (-1.572, -5.226, -0.126)
C (-0.806, -4.777, 0.944)
C (-1.016, -3.513, 1.459)
C (-1.979, -2.647, 0.927)
C (-2.107, -1.264, 1.461)
H (-3.170, -4.739, -1.479)
H (-1.421, -6.217, -0.533)
H (-0.054, -5.420, 1.382)
H (-0.422, -3.168, 2.299)
H (-1.914, -1.237, 2.538)
H (-3.076, -0.812, 1.235)

Its spin multiplicity is 2. The calculation puts the highest occupied orbital energy (spin up / spin down) at -10.159 / -10.200 eV. Its total charge is +1. The value obtained for the gap between HOMO and LUMO (spin up / spin down) is 6.8 / 7.0 eV.

Results of the natural (NBO) charge analysis, in e, for atoms 1 through 6: 1.121, -0.264, 0.103, -0.492, 0.213, -0.108

The following is a quantum chemistry calculation of a structure of composition C31H22FFeN8O6S2, from the Open Molecules 2025 dataset.

Positions of all 71 atoms, in Å:
Fe (-1.203, 0.030, -0.087)
N (6.665, 6.641, 0.459)
C (5.796, 5.894, 0.380)
C (4.710, 4.961, 0.282)
C (3.625, 5.068, 1.149)
C (2.581, 4.165, 1.051)
C (2.613, 3.157, 0.093)
C (3.699, 3.056, -0.770)
C (4.748, 3.954, -0.679)
C (1.484, 2.189, -0.010)
C (1.673, 0.940, 0.595)
C (2.862, 0.441, 1.180)
C (2.597, -0.841, 1.614)
C (1.249, -1.085, 1.305)
N (0.686, -0.030, 0.709)
C (0.357, 2.613, -0.707)
C (0.153, 3.883, -1.307)
C (-1.060, 3.833, -1.958)
C (-1.561, 2.533, -1.753)
N (-0.728, 1.798, -1.020)
H (3.605, 5.853, 1.892)
H (1.734, 4.237, 1.722)
H (3.714, 2.277, -1.521)
H (5.594, 3.882, -1.349)
H (3.791, 0.983, 1.258)
H (3.265, -1.531, 2.101)
H (0.673, -1.972, 1.519)
H (0.839, 4.713, -1.267)
H (-1.538, 4.609, -2.531)
H (-2.473, 2.102, -2.137)
F (-4.257, -1.661, 5.149)
C (-4.804, -1.540, 3.935)
C (-4.649, -0.430, 3.210)
N (-5.201, -0.307, 1.953)
C (-4.878, 0.859, 1.132)
C (-3.475, 0.676, 0.584)
O (-2.482, 0.832, 1.370)
O (-3.272, 0.288, -0.592)
C (-5.952, -1.321, 1.375)
O (-6.460, -1.235, 0.283)
N (-6.079, -2.449, 2.166)
C (-5.541, -2.693, 3.423)
O (-5.683, -3.750, 3.991)
H (-4.069, 0.410, 3.562)
H (-4.928, 1.753, 1.751)
H (-5.603, 0.908, 0.326)
H (-6.611, -3.202, 1.751)
N (5.171, -3.210, -1.951)
C (3.858, -2.893, -2.185)
C (3.412, -1.571, -2.043)
C (2.097, -1.249, -2.293)
C (1.199, -2.237, -2.687)
C (1.627, -3.546, -2.835)
C (2.947, -3.874, -2.589)
S (-0.487, -1.803, -2.936)
O (-0.537, -0.562, -3.647)
O (-1.180, -2.974, -3.407)
N (-1.007, -1.480, -1.425)
C (-1.479, -2.427, -0.581)
S (-1.842, -4.091, -0.750)
C (-2.311, -4.123, 0.923)
C (-2.185, -2.900, 1.483)
N (-1.719, -1.935, 0.630)
H (5.772, -2.538, -1.512)
H (5.449, -4.172, -1.896)
H (4.106, -0.801, -1.728)
H (1.757, -0.226, -2.179)
H (0.922, -4.303, -3.150)
H (3.280, -4.897, -2.713)
H (-2.652, -5.037, 1.380)
H (-2.400, -2.645, 2.507)

Its spin multiplicity is 6. The calculation puts the highest occupied orbital energy (spin up / spin down) at -8.253 / -8.238 eV. The value obtained for the gap between HOMO and LUMO (spin up / spin down) is 6.9 / 6.4 eV.

Results of the Löwdin charge analysis, in e, for atoms 1 through 6: 1.104, 0.161, -0.183, -0.228, -0.009, -0.002

The following is a quantum chemistry calculation of a structure of composition C31H22IrN7O2S, from the Open Molecules 2025 dataset.

Positions of all 64 atoms, in Å:
Ir (1.215, -2.087, -0.676)
C (-5.829, 9.522, -0.713)
O (-5.512, 8.715, -1.845)
C (-4.798, 7.602, -1.659)
C (-4.528, 6.855, -2.815)
C (-3.796, 5.697, -2.730)
C (-3.311, 5.246, -1.494)
C (-3.591, 5.991, -0.350)
C (-4.326, 7.159, -0.421)
C (-2.525, 4.034, -1.370)
N (-2.050, 3.536, -0.239)
C (-1.382, 2.414, -0.592)
C (-1.437, 2.199, -1.965)
N (-2.174, 3.248, -2.442)
C (-0.821, 1.089, -2.597)
C (-0.832, 0.764, -3.971)
C (-0.171, -0.350, -4.415)
C (0.502, -1.173, -3.502)
N (0.518, -0.895, -2.210)
C (-0.129, 0.210, -1.750)
C (-0.071, 0.412, -0.341)
N (0.596, -0.536, 0.392)
C (0.613, -0.438, 1.725)
C (0.011, 0.627, 2.386)
C (-0.648, 1.598, 1.667)
C (-0.700, 1.501, 0.268)
H (-6.404, 10.357, -1.099)
H (-4.921, 9.893, -0.235)
H (-6.431, 8.964, 0.005)
H (-4.909, 7.213, -3.761)
H (-3.614, 5.146, -3.645)
H (-3.223, 5.645, 0.606)
H (-4.528, 7.716, 0.481)
H (-2.418, 3.435, -3.399)
H (-1.364, 1.389, -4.677)
H (-0.162, -0.613, -5.463)
H (1.043, -2.053, -3.825)
H (1.129, -1.215, 2.268)
H (0.065, 0.664, 3.465)
H (-1.143, 2.429, 2.154)
O (-2.091, -4.497, -0.934)
C (-1.062, -3.975, -1.002)
N (0.052, -3.502, -1.108)
S (4.092, -5.231, 4.417)
C (3.299, -4.452, 3.025)
C (3.857, -3.324, 2.429)
C (3.211, -2.737, 1.365)
N (2.048, -3.206, 0.871)
C (1.511, -4.299, 1.436)
C (2.101, -4.934, 2.508)
C (4.840, -6.587, 3.512)
C (6.127, -6.458, 3.016)
C (6.664, -7.535, 2.321)
N (6.010, -8.671, 2.111)
C (4.785, -8.786, 2.611)
C (4.151, -7.775, 3.324)
H (4.789, -2.912, 2.789)
H (3.634, -1.868, 0.872)
H (0.593, -4.666, 1.008)
H (1.625, -5.802, 2.942)
H (6.703, -5.557, 3.175)
H (7.669, -7.477, 1.918)
H (4.283, -9.732, 2.444)
H (3.162, -7.926, 3.734)

The calculation puts the highest occupied orbital energy at -12.246 eV. The calculation puts the energy relative to the best compared isomer or geometry (same formula, charge and spin) at 0.0 kcal per mole. Its total charge is +2. The value obtained for the gap between HOMO and LUMO is 3.9 eV.

Results of the natural (NBO) charge analysis, in e, for atoms 1 through 6: 1.198, -0.261, -0.463, 0.365, -0.249, -0.145

The evaluated maximum force for the records listed, in turn: 1.46 0.99 4.64 0.24 0.52 0.46 eV/Å.